(1)
Here is a structure of composition C18H24IN4O2SbSe4Y from the Open Molecules 2025 dataset. Energies are from wB97M-V/def2-TZVPD.

Values from the calculation:
- Energy relative to the best compared isomer or geometry (same formula, charge and spin): 1.6 kcal/mol
- Net charge: -1
- Molar mass: 981.8 u
- E_HOMO: -4.42 eV
- LUMO: 1.39 eV

Positions of all 55 atoms, in Å:
Y (0.28771, -0.09959, 0.22223)
C (0.70030, -2.81073, 3.79615)
C (-0.69979, -2.87453, 3.27879)
N (-1.46311, -3.88906, 3.58095)
C (-2.71303, -3.94973, 3.05525)
C (-3.22578, -3.01949, 2.20001)
C (-4.61378, -3.21145, 1.65729)
O (-5.52990, -2.19849, 2.08877)
C (-2.41261, -1.90575, 1.84243)
C (-2.93164, -0.92783, 0.92154)
N (-2.23627, -0.04861, 0.27992)
C (-2.93300, 0.80778, -0.60657)
C (-3.89945, 0.31517, -1.48587)
C (-4.54900, 1.15860, -2.37154)
C (-4.24119, 2.51053, -2.39814)
C (-3.26810, 3.01326, -1.54934)
C (-2.61706, 2.16203, -0.67199)
I (-1.07109, 2.93202, 0.50679)
C (-1.13414, -1.79680, 2.41376)
O (-0.33544, -0.80114, 2.23081)
H (0.88109, -3.64907, 4.46427)
H (0.88061, -1.86532, 4.30937)
H (1.40515, -2.84752, 2.96101)
H (-3.30394, -4.81566, 3.33451)
H (-4.97436, -4.20059, 1.95266)
H (-4.62844, -3.17193, 0.56642)
H (-5.38023, -2.06739, 3.03119)
H (-4.01113, -0.93518, 0.76439)
H (-4.11024, -0.74682, -1.48514)
H (-5.28550, 0.75220, -3.05245)
H (-4.73801, 3.17109, -3.09634)
H (-2.99717, 4.05921, -1.58491)
Se (3.47357, -0.74909, -3.15097)
Sb (3.17530, -1.49172, -0.86506)
Se (0.77262, -2.52749, -0.83310)
Se (2.86021, 0.63698, 0.56877)
Se (4.68415, -2.97351, 0.26589)
C (-1.58945, 1.48511, -5.13310)
C (-0.32606, 1.01507, -4.41850)
C (-0.02483, -0.43584, -4.80170)
C (0.84613, 1.92212, -4.77348)
N (-0.62702, 1.16225, -2.97675)
N (0.45207, 0.80624, -2.09692)
H (-1.46696, 1.39746, -6.21386)
H (-1.80859, 2.52456, -4.88298)
H (-2.45007, 0.87629, -4.84073)
H (0.12857, -0.51452, -5.88061)
H (-0.86278, -1.08363, -4.52793)
H (0.87825, -0.82033, -4.32253)
H (1.00321, 1.91453, -5.85361)
H (1.77238, 1.58367, -4.30558)
H (0.64145, 2.94869, -4.45938)
H (-1.38966, 0.52917, -2.75586)
H (1.06022, 1.61802, -2.01027)
H (1.06428, 0.09141, -2.51821)

***

(2)
Here is a structure of composition C18H24IN5O11P2Re at a distorted geometry from the Open Molecules 2025 dataset. Energies are from wB97M-V/def2-TZVPD.

Values from the calculation:
- Net charge: +2
- Molar mass: 861.5 u
- Multiplicity: 4
- E_HOMO (alpha / beta): -14.29 / -14.34 eV
- LUMO (alpha / beta): -6.94 / -7.54 eV

Positions of all 62 atoms, in Å:
Re (-0.17728, 0.10705, -0.43426)
C (2.64800, -3.31030, 1.66296)
C (1.56106, -2.30524, 2.04181)
O (1.13750, -2.43836, 3.39350)
P (0.03395, -2.65146, 1.10940)
O (-0.74487, -3.80226, 1.80663)
O (0.36484, -3.20444, -0.31514)
O (-0.80072, -1.39453, 0.86381)
P (2.14733, -0.57146, 1.69465)
O (1.15819, 0.34257, 2.55288)
O (3.56322, -0.39907, 1.98317)
O (1.62941, -0.31460, 0.22598)
H (2.30760, -4.33532, 1.82107)
H (3.52152, -3.12653, 2.28946)
H (2.97002, -3.17873, 0.62891)
H (1.90904, -2.51231, 3.97076)
H (-0.86345, -3.74067, 2.77000)
H (0.76238, -4.08960, -0.42305)
H (1.57197, 0.66675, 3.36763)
O (2.35229, 2.29670, -2.55906)
C (1.65024, 1.38058, -2.28410)
O (0.46945, 1.51212, -1.60679)
C (1.90740, -0.07321, -2.49489)
C (3.19481, -0.56882, -2.39701)
C (3.38285, -1.94002, -2.28424)
C (2.27012, -2.76561, -2.28735)
C (0.99254, -2.30448, -2.51761)
C (0.80458, -0.93271, -2.60991)
N (2.43409, -4.19666, -1.96642)
O (3.53390, -4.67115, -2.05661)
O (1.44075, -4.76599, -1.52782)
H (4.02785, 0.11695, -2.32117)
H (4.36633, -2.36618, -2.13629)
H (0.17404, -3.00115, -2.60333)
H (-0.16918, -0.55112, -2.89920)
I (-2.64132, 3.40770, 4.12644)
C (-1.66943, 2.83545, 2.40898)
C (-0.98828, 3.65204, 1.51334)
N (-0.50562, 2.88156, 0.54023)
N (-0.83892, 1.59237, 0.75672)
C (-1.54619, 1.55274, 1.89807)
H (-0.82784, 4.71809, 1.51443)
H (0.04358, 3.11380, -0.28096)
H (-1.90933, 0.61491, 2.28361)
N (-1.95822, 0.12054, -1.45140)
C (-2.88136, 0.07532, -2.16370)
N (-3.88564, 0.02955, -2.95011)
C (-4.98901, -0.95306, -2.75437)
C (-6.27469, -0.20949, -2.43271)
C (-6.57539, 0.85172, -3.48951)
C (-5.41013, 1.82784, -3.63885)
C (-4.12215, 1.09272, -3.96877)
H (-4.69347, -1.64585, -1.96869)
H (-5.07530, -1.50612, -3.69137)
H (-6.18710, 0.25434, -1.44615)
H (-7.08366, -0.93834, -2.37396)
H (-7.48039, 1.39464, -3.22076)
H (-6.77408, 0.36740, -4.45028)
H (-5.27493, 2.39817, -2.71545)
H (-5.60541, 2.54721, -4.43476)
H (-3.25277, 1.74751, -3.98722)
H (-4.19280, 0.58266, -4.93115)

***

(3)
Here is a structure of composition C18H24N2O4RbS2 from the Open Molecules 2025 dataset. Energies are from wB97M-V/def2-TZVPD.

Values from the calculation:
- Energy relative to the best compared isomer or geometry (same formula, charge and spin): 0.0 kcal/mol
- Net charge: -1
- Molar mass: 482.0 u
- E_HOMO: -3.66 eV
- LUMO: 2.13 eV

Positions of all 51 atoms, in Å:
Rb (0.30665, -0.32611, -0.09127)
C (-2.09185, -2.95641, 2.43479)
C (-2.38344, -1.55652, 2.96709)
C (-3.00384, -1.61335, 4.36650)
C (-1.16632, -0.65672, 2.97764)
C (0.10738, -1.13181, 3.27513)
C (1.21258, -0.28866, 3.26934)
C (1.08928, 1.05893, 2.95482)
C (2.29090, 1.96250, 2.89263)
C (-0.18828, 1.54333, 2.67446)
C (-1.29255, 0.70503, 2.69392)
H (-3.02431, -3.51719, 2.35461)
H (-1.43028, -3.51172, 3.10661)
H (-1.65830, -2.91540, 1.43445)
H (-3.09899, -1.09900, 2.27875)
H (-2.30782, -2.06642, 5.07817)
H (-3.91477, -2.21512, 4.35398)
H (-3.25489, -0.61579, 4.73284)
H (0.25194, -2.18121, 3.49929)
H (2.19160, -0.69678, 3.49746)
H (2.05334, 2.95854, 3.26774)
H (2.64454, 2.07378, 1.86471)
H (3.11424, 1.56088, 3.48348)
H (-0.31848, 2.59270, 2.43295)
H (-2.27469, 1.10087, 2.46105)
C (1.99148, -1.54168, -3.07765)
C (2.06282, -0.09924, -2.65990)
O (2.75235, 0.26198, -1.70547)
N (1.31645, 0.76359, -3.39594)
C (1.08127, 2.13160, -2.94238)
C (-0.37899, 2.32356, -2.61740)
C (-1.28647, 2.48486, -3.65454)
C (-2.64099, 2.47845, -3.37054)
C (-3.04056, 2.32803, -2.05660)
C (-2.06145, 2.22106, -1.08192)
N (-0.75626, 2.23006, -1.33974)
H (1.26746, -2.06344, -2.44335)
H (2.97627, -1.98844, -2.94707)
H (1.65271, -1.65523, -4.10565)
H (0.50586, 0.30540, -3.80508)
H (1.38049, 2.82855, -3.73020)
H (1.70114, 2.30875, -2.06585)
H (-0.92629, 2.56504, -4.67290)
H (-3.37129, 2.55609, -4.16598)
H (-4.08337, 2.25464, -1.78464)
H (-2.34505, 2.09089, -0.04402)
O (-0.54391, -2.58008, -1.25603)
S (-1.58764, -1.84028, -2.02593)
O (-0.93112, -0.63843, -2.62884)
O (-2.23176, -2.66294, -3.03642)
S (-2.94397, -1.14763, -0.68111)

***

(4)
Here is the molecule C18H24N2O4S from the Open Molecules 2025 dataset. Energies are from wB97M-V/def2-TZVPD.

Values from the calculation:
- Energy relative to the best compared isomer or geometry (same formula, charge and spin): 60.3 kcal/mol
- Molar mass: 364.5 u
- E_HOMO: -8.50 eV
- LUMO: 0.13 eV
- SMILES: COc1ccc(S(=O)(=O)NCCCN2CCOCC2)c2ccccc12

Positions of all 49 atoms, in Å:
C (-0.00699, -3.51808, 3.32979)
H (-0.94195, -3.72354, 3.85931)
O (0.17887, -2.13582, 3.13017)
C (-0.73816, -1.45049, 2.40779)
C (-1.84689, -2.01010, 1.81300)
C (-2.71995, -1.20982, 1.06596)
C (-2.50471, 0.12995, 0.92982)
C (-1.39616, 0.75599, 1.53816)
C (-1.14656, 2.13857, 1.42983)
C (-0.04035, 2.69300, 2.01515)
C (0.86217, 1.89561, 2.73288)
C (0.63873, 0.55259, 2.86679)
C (-0.49041, -0.04884, 2.27801)
H (1.31921, -0.07114, 3.42454)
H (1.73164, 2.34908, 3.18495)
H (0.14289, 3.75357, 1.92785)
H (-1.85622, 2.74324, 0.89054)
S (-3.60267, 1.03564, -0.14512)
O (-4.03269, 2.27459, 0.43497)
O (-4.60784, 0.12571, -0.62219)
N (-2.54601, 1.44432, -1.37790)
H (-2.72362, 2.36263, -1.75088)
C (-2.25480, 0.42407, -2.36019)
C (-0.77167, 0.41432, -2.73842)
C (0.09637, 0.14493, -1.51092)
N (1.51077, 0.33529, -1.77400)
C (2.09529, -0.75159, -2.54148)
C (3.55882, -0.42600, -2.84006)
H (4.03901, -1.25171, -3.36810)
O (4.29617, -0.23074, -1.65706)
C (3.72683, 0.80576, -0.89306)
C (2.26823, 0.50942, -0.54525)
H (1.84916, 1.34775, 0.01467)
H (2.22227, -0.39335, 0.09028)
H (4.33041, 0.88753, 0.01238)
H (3.77516, 1.75092, -1.45435)
H (3.60259, 0.48188, -3.46033)
H (1.55478, -0.86012, -3.48221)
H (2.04157, -1.70672, -1.98728)
H (-0.19180, 0.86398, -0.74245)
H (-0.11436, -0.86788, -1.12036)
H (-0.49044, 1.38138, -3.15602)
H (-0.61856, -0.34864, -3.50196)
H (-2.52524, -0.52772, -1.89742)
H (-2.86958, 0.54562, -3.25960)
H (-3.58166, -1.64524, 0.58481)
H (-2.05911, -3.06321, 1.90026)
H (0.00421, -4.06546, 2.38243)
H (0.83324, -3.84112, 3.94226)

***

(5)
Here is a structure of composition C18H24N3O4RuS2 from the Open Molecules 2025 dataset. Energies are from wB97M-V/def2-TZVPD.

Values from the calculation:
- Energy relative to the best compared isomer or geometry (same formula, charge and spin): 6.7 kcal/mol
- Molar mass: 511.6 u
- Multiplicity: 6
- E_HOMO (alpha / beta): -8.17 / -8.33 eV
- LUMO (alpha / beta): 0.35 / -1.57 eV

Positions of all 52 atoms, in Å:
Ru (0.27735, -0.97652, -0.10859)
C (1.56430, 0.35218, -6.65724)
C (1.91999, -0.00133, -5.23889)
C (0.97617, -0.57836, -4.39047)
C (1.29349, -0.86889, -3.07868)
C (2.56411, -0.58742, -2.59061)
C (3.52110, -0.03036, -3.42598)
C (3.19072, 0.26161, -4.74120)
S (3.01260, -0.98986, -0.92393)
O (4.44420, -0.94515, -0.88194)
O (2.33953, -2.27229, -0.62696)
N (2.27473, -0.04176, 0.10231)
C (2.34200, 1.40613, -0.08076)
C (1.02664, 1.92277, -0.63569)
O (0.79315, 3.11531, -0.66196)
O (0.19539, 0.99203, -1.02620)
H (0.70819, -0.22377, -7.00665)
H (2.40136, 0.16889, -7.33077)
H (1.30622, 1.41059, -6.73175)
H (-0.01528, -0.80296, -4.76434)
H (0.53671, -1.32642, -2.44040)
H (4.51411, 0.15772, -3.04214)
H (3.93921, 0.69342, -5.39506)
H (3.15423, 1.72154, -0.73961)
H (2.49388, 1.89998, 0.88032)
N (-1.90948, 0.03518, 0.08275)
C (-2.78757, -0.30751, 1.21035)
C (-2.16504, 0.11065, 2.53532)
C (-0.98029, -0.73591, 2.98320)
N (0.22550, -0.46565, 2.17374)
H (-1.68206, 1.02400, 0.04143)
H (-2.34978, -0.19896, -0.80154)
H (-2.93770, -1.38778, 1.19902)
H (-3.76806, 0.16474, 1.10532)
H (-2.93460, 0.04986, 3.30649)
H (-1.85939, 1.16290, 2.48338)
H (-1.21807, -1.79530, 2.87769)
H (-0.77732, -0.54035, 4.03880)
H (1.02888, -0.97797, 2.52567)
H (0.47267, 0.51956, 2.21013)
S (-1.11887, -2.88573, -0.31533)
C (-0.43956, -4.51571, -0.20434)
C (-1.23647, -5.56474, -0.66356)
C (-0.79078, -6.87384, -0.57183)
C (0.45375, -7.14957, -0.02330)
C (1.24903, -6.10735, 0.43272)
C (0.80804, -4.79491, 0.34895)
H (-2.20403, -5.34409, -1.09640)
H (-1.41644, -7.67954, -0.93407)
H (0.80070, -8.17208, 0.05018)
H (2.22503, -6.31361, 0.85311)
H (1.43661, -3.98979, 0.69483)

***

(6)
Here is the molecule C18H24N4O3S at a distorted geometry from the Open Molecules 2025 dataset. Energies are from wB97M-V/def2-TZVPD.

Values from the calculation:
- Energy relative to the best compared isomer or geometry (same formula, charge and spin): 41.0 kcal/mol
- Molar mass: 376.5 u
- E_HOMO: -8.94 eV
- LUMO: 0.51 eV
- SMILES: Cc1cc(C)n(CCC(=O)N2CCN(S(=O)(=O)c3ccccc3)CC2)n1

Positions of all 50 atoms, in Å:
C (0.35561, -3.70038, -5.99671)
C (-0.75423, -3.07263, -5.23169)
N (-0.54716, -2.44296, -4.08885)
N (-1.74329, -2.01433, -3.67108)
C (-2.72910, -2.34456, -4.53970)
C (-2.12166, -3.03998, -5.56193)
H (-2.59088, -3.46663, -6.42496)
C (-4.15535, -1.99373, -4.31709)
H (-4.74671, -2.32483, -5.16618)
H (-4.53822, -2.48006, -3.41902)
H (-4.28347, -0.91814, -4.20035)
C (-1.83164, -1.22191, -2.47908)
H (-1.07836, -1.59899, -1.78284)
H (-2.82317, -1.34007, -2.03601)
C (-1.57641, 0.26232, -2.78703)
C (-1.70552, 1.09994, -1.52702)
O (-2.76133, 1.63868, -1.24565)
N (-0.61257, 1.22787, -0.74029)
C (0.64823, 0.52811, -0.84116)
H (0.72137, -0.04163, -1.76464)
C (0.80529, -0.41017, 0.36481)
N (0.66615, 0.30392, 1.61564)
S (2.04390, 1.13017, 2.13020)
O (2.04924, 2.49849, 1.68676)
O (3.16806, 0.30912, 1.79253)
C (1.77259, 1.09058, 3.89665)
C (1.79025, -0.13612, 4.53135)
C (1.56616, -0.19133, 5.89667)
C (1.32660, 0.97690, 6.60506)
C (1.31447, 2.20185, 5.95714)
C (1.53946, 2.26126, 4.59080)
H (1.54507, 3.19619, 4.05242)
H (1.13187, 3.10838, 6.51376)
H (1.15238, 0.93194, 7.66975)
H (1.57833, -1.14141, 6.40869)
H (1.98589, -1.02117, 3.94797)
C (-0.54877, 1.08873, 1.69291)
C (-0.70790, 2.00849, 0.47900)
H (-1.68264, 2.49810, 0.48988)
H (0.09131, 2.75531, 0.48938)
H (-0.50591, 1.67603, 2.61099)
H (-1.39454, 0.39559, 1.75150)
H (1.79703, -0.86238, 0.36627)
H (0.04274, -1.19595, 0.34055)
H (1.45869, 1.26642, -0.80935)
H (-0.60430, 0.37991, -3.26400)
H (-2.34381, 0.61546, -3.47832)
H (0.18133, -4.76974, -6.10881)
H (1.29334, -3.54433, -5.47140)
H (0.42449, -3.26252, -6.99176)